Formula: C3H7N3O
Source: the Open Molecules 2025 dataset
Level of theory: ωB97M-V/def2-TZVPD

Last column: Löwdin charge in e.
Atoms and positions in Å:
O1 -2.52001 -0.63671 0.00985  -0.036
N1 0.97343 -1.15453 0.12304  -0.008
N2 -1.19937 -0.18016 -0.22994  -0.198
N3 1.55788 0.07038 -0.17827  -0.084
C1 -1.11437 1.21066 0.14860  -0.055
C2 -0.30146 -1.15871 0.07323  -0.192
C3 2.81893 0.03079 -0.06003  -0.049
H1 -2.86453 -0.80580 -0.89744  0.123
H2 -0.77103 -2.11424 0.27590  0.126
H3 3.34871 -0.88087 0.28538  0.075
H4 3.40839 0.91201 -0.28332  0.057
H5 -1.30056 1.36604 1.21082  0.089
H6 -1.90204 1.74023 -0.40631  0.091
H7 -0.13396 1.60093 -0.07150  0.060

The lowest unoccupied orbital energy comes out at 0.8 eV. For the total energy, the calculation gives -9738.851 eV. The calculation puts the HOMO-LUMO gap at 9.56 eV. The structure (SMILES) is C=N/N=C\N(C)O. The calculation puts the HOMO energy at -8.74 eV. The molar mass is 101.11 g mol⁻¹. The energy relative to the best compared isomer or geometry (same formula, charge and spin) is 96.4 kcal per mole.

=====

Formula: C4H16O3
Source: the Open Molecules 2025 dataset
Level of theory: ωB97M-V/def2-TZVPD

Last column: Löwdin charge in e.
Atoms and positions in Å:
O1 -5.69463 1.20750 -2.14688  -0.095
O2 -3.78006 2.61621 2.50585  -0.013
O3 5.53813 -3.02270 0.61298  -0.059
C1 1.68606 -0.77597 -0.26112  -0.235
C2 -0.50380 -0.26789 0.62226  -0.195
C3 2.78640 -0.22392 -1.38125  -0.124
C4 0.46200 0.22624 -0.30991  -0.312
H1 -0.07184 -0.33834 1.71776  0.117
H2 0.56113 1.28547 -0.25823  0.098
H3 3.23556 0.85134 -1.04620  0.109
H4 3.66382 -0.85788 -1.43379  0.033
H5 5.77971 -3.07235 1.49427  -0.021
H6 -1.48238 0.11494 0.71989  0.046
H7 6.11386 -2.26098 0.28125  0.079
H8 2.35368 -0.01247 -2.31183  0.015
H9 -6.35022 1.85036 -1.87994  0.016
H10 -3.08663 2.91378 3.04897  0.009
H11 1.64014 -1.99807 -0.15988  0.154
H12 -3.48402 2.90466 1.67714  0.003
H13 0.10073 0.01374 -1.39212  0.135
H14 -0.70864 -1.34569 0.60387  0.071
H15 -5.75640 0.44017 -1.48099  0.079
H16 2.40003 -0.64752 0.62434  0.090

The lowest unoccupied orbital energy comes out at 0.6 eV. For the total energy, the calculation gives -10547.538 eV. The calculation puts the HOMO-LUMO gap at 11.18 eV. The structure (SMILES) is CCCC.O.O.O. The calculation puts the HOMO energy at -10.54 eV. The molar mass is 112.17 g mol⁻¹. The energy relative to the best compared isomer or geometry (same formula, charge and spin) is 67.7 kcal per mole.